Entry 1:
# C13H16Br3F9O6

A molecular structure, C13H16Br3F9O6 in a non-equilibrium geometry (wB97M-V/def2-TZVPD, the Open Molecules 2025 dataset).

Element x y z (Å)
1 C -0.90455 -2.16622 -4.79006
2 Br -0.70384 -3.54709 -3.38633
3 Br 0.12248 -2.64333 -6.38975
4 Br -0.34285 -0.37791 -4.19990
5 H -1.95823 -2.21773 -5.01710
6 C -5.45652 0.95718 -1.55430
7 C -5.44870 1.71268 -2.87887
8 O -6.63793 2.50187 -2.95433
9 C -6.53977 3.78648 -2.62506
10 O -5.52426 4.37599 -2.46595
11 C -7.90069 4.53094 -2.66316
12 F -7.68967 5.75036 -3.13614
13 F -8.76991 3.91858 -3.45344
14 F -8.43048 4.63553 -1.45504
15 H -4.69793 0.17251 -1.53375
16 H -6.42153 0.49700 -1.35017
17 H -5.23779 1.58119 -0.68464
18 H -5.52022 1.00354 -3.70397
19 H -4.60505 2.37668 -3.07664
20 C 5.18680 -2.03202 3.44007
21 C 5.44567 -0.55492 3.68621
22 O 6.81909 -0.21559 3.42558
23 C 7.64617 -0.33224 4.44857
24 O 7.37357 -0.64203 5.56147
25 C 9.08528 0.09196 4.05037
26 F 9.48856 1.12884 4.77012
27 F 9.92938 -0.92748 4.26837
28 F 9.15811 0.40195 2.74625
29 H 5.51396 -2.65896 4.26643
30 H 5.67782 -2.34364 2.51896
31 H 4.11329 -2.14057 3.29923
32 H 5.22515 -0.26063 4.71323
33 H 4.82907 0.04735 3.02305
34 C -1.69249 0.43321 -0.57022
35 C -1.11679 -0.97653 -0.63466
36 O -0.09971 -1.05912 0.36597
37 C 0.59503 -2.17500 0.41814
38 O 0.46957 -3.09987 -0.32416
39 C 1.56399 -2.22040 1.61297
40 F 1.41681 -1.19423 2.44071
41 F 1.32839 -3.35451 2.28709
42 F 2.83558 -2.25673 1.19767
43 H -2.08181 0.70323 0.40938
44 H -2.50191 0.57195 -1.28373
45 H -0.87276 1.10553 -0.83421
46 H -0.75175 -1.21855 -1.62879
47 H -1.91660 -1.66926 -0.35549

ΔE to the lowest compared entry with this formula, charge and spin: 0.000 eV
E_LUMO: -0.6 eV
HOMO level: -10.654 eV
frontier orbital gap: 10.082 eV



Entry 2:
# C27H29FN6O

C27H29FN6O in the gas phase (wB97M-V/def2-TZVPD, the Open Molecules 2025 dataset).

Element x y z (Å)
1 N 0.61463 2.82853 -2.55092
2 C 0.67916 2.62525 -1.42667
3 C 0.72950 2.32903 -0.01979
4 C 2.23324 2.23907 0.38920
5 O 2.71902 3.09149 1.09728
6 N 2.86874 1.20668 -0.16308
7 C 4.25298 0.89498 0.13439
8 C 4.89834 0.22508 -1.07902
9 C 4.33733 -1.17534 -1.31773
10 C 4.49257 -2.04046 -0.07056
11 C 3.80123 -1.38977 1.12375
12 C 4.37200 0.00261 1.37609
13 C -0.04099 1.05523 0.23815
14 N 0.49746 -0.06237 -0.15987
15 C -0.05486 -1.23991 0.21119
16 C 0.44739 -2.45794 -0.27198
17 C -0.04863 -3.63264 0.22671
18 C -1.04091 -3.62890 1.21902
19 C -1.55677 -2.45482 1.69704
20 C -1.09481 -1.23342 1.17556
21 N -1.68925 -0.07732 1.51897
22 C -1.27775 1.04567 0.97040
23 N -2.01659 2.18029 1.19611
24 C -3.18314 2.00339 2.04293
25 C -4.28723 1.22149 1.28737
26 N -4.06804 1.31772 -0.14563
27 C -3.51995 0.24732 -0.83768
28 C -2.53787 0.39307 -1.82540
29 C -1.99666 -0.69372 -2.48490
30 C -2.41579 -1.97948 -2.19681
31 C -3.42328 -2.15716 -1.26573
32 C -3.96562 -1.06512 -0.62362
33 F -4.98849 -1.30970 0.23857
34 C -3.71272 2.66809 -0.50758
35 C -2.33216 3.06810 0.08865
36 H 0.30577 3.15916 0.55389
37 H 2.29221 0.47892 -0.57804
38 H 4.74278 1.85404 0.33959
39 H 5.97328 0.15716 -0.90223
40 H 4.73988 0.84710 -1.96194
41 H 4.86288 -1.63551 -2.15699
42 H 3.28144 -1.11127 -1.58933
43 H 4.06968 -3.03133 -0.24895
44 H 5.55497 -2.16542 0.15172
45 H 2.72802 -1.32319 0.93550
46 H 3.94005 -2.00680 2.01387
47 H 5.42777 -0.07849 1.64184
48 H 3.85195 0.48099 2.20825
49 H 1.21340 -2.44497 -1.03212
50 H 0.32744 -4.57608 -0.13981
51 H -1.40638 -4.57129 1.59946
52 H -2.33945 -2.43594 2.43903
53 H -2.88150 1.45954 2.93667
54 H -3.52579 3.00128 2.32581
55 H -5.27278 1.63641 1.52390
56 H -4.25971 0.18306 1.59939
57 H -2.16520 1.37137 -2.08273
58 H -1.22535 -0.52347 -3.22064
59 H -1.97876 -2.82979 -2.69486
60 H -3.80931 -3.13675 -1.03156
61 H -4.49533 3.31701 -0.10310
62 H -3.71262 2.77821 -1.59187
63 H -1.56771 3.00448 -0.68226
64 H -2.36373 4.09656 0.46307

ΔE to the lowest compared entry with this formula, charge and spin: 0.000 eV
E_LUMO: -0.4 eV
HOMO level: -7.967 eV
SMILES: N#C[C@H](C(=O)NC1CCCCC1)c1nc2ccccc2nc1N1CCN(c2ccccc2F)CC1
frontier orbital gap: 7.520 eV



Entry 3:
# C2H2O2S2

C2H2O2S2 in the gas phase in a non-equilibrium geometry (wB97M-V/def2-TZVPD, the Open Molecules 2025 dataset).

Element x y z (Å)
1 O -1.25203 -0.29347 -0.99417
2 C -0.17065 -0.47656 -0.27112
3 S 0.69782 -1.82203 -0.12896
4 C 0.15690 0.95050 0.43167
5 O 1.21445 0.74927 1.18333
6 S -0.65915 2.28065 0.09518
7 H -1.43833 -1.18542 -1.40219
8 H 1.45099 -0.20293 1.08626

ΔE to the lowest compared entry with this formula, charge and spin: 0.664 eV
E_LUMO: -1.1 eV
HOMO level: -9.044 eV
SMILES: OC(=S)C(O)=S
frontier orbital gap: 7.972 eV



Entry 4:
# CH2Cl2FNS

A molecular structure, CH2Cl2FNS in a non-equilibrium geometry (wB97M-V/def2-TZVPD, the Open Molecules 2025 dataset).

Element x y z (Å)
1 C -0.75542 0.54228 -0.99905
2 N 1.43438 -0.60488 1.19834
3 F -1.16276 1.28739 -2.10033
4 S 0.32587 -1.19645 2.05562
5 Cl -2.02592 0.37497 0.22493
6 Cl -0.33057 -1.12554 -1.33372
7 H 2.37993 -0.47812 1.60713
8 H 0.13450 1.20035 -0.65293

ΔE to the lowest compared entry with this formula, charge and spin: 1.863 eV
E_LUMO (spin up / spin down): -1.2 / -1.2 eV
HOMO level (spin up / spin down): -8.619 / -8.629 eV
frontier orbital gap (spin up / spin down): 7.386 / 7.382 eV



Entry 5:
# C38H41N8O4S2

A molecular structure, C38H41N8O4S2 (wB97M-V/def2-TZVPD, the Open Molecules 2025 dataset).

Element x y z (Å)
1 C 7.76722 2.43525 1.97903
2 C 6.95943 3.38507 1.56029
3 C 6.43102 4.45431 2.47382
4 S 4.71394 4.89381 2.13630
5 O 4.08615 5.23852 3.38987
6 O 4.81314 5.96884 1.16241
7 N 4.12514 3.60900 1.40801
8 S 3.04778 2.67965 2.11421
9 O 2.74924 1.59773 1.19724
10 O 3.34837 2.29718 3.47266
11 H 7.95291 2.30552 3.04159
12 H 8.23086 1.75762 1.27405
13 H 6.63674 3.41586 0.52420
14 H 6.52444 4.12229 3.50773
15 H 6.98621 5.37544 2.28504
16 H 1.92202 3.41278 2.13071
17 N 1.01893 4.28913 -0.09564
18 C -0.10106 3.94147 -0.71879
19 C -0.37698 4.25758 -2.04027
20 C 0.56181 4.99221 -2.74586
21 C 1.73376 5.36718 -2.10507
22 C 1.92311 4.98783 -0.78223
23 H -0.80863 3.36296 -0.13564
24 H -1.29427 3.92315 -2.50031
25 H 0.38930 5.25693 -3.78257
26 H 2.49868 5.93376 -2.61933
27 H 2.83308 5.24275 -0.24906
28 N -2.03942 1.47968 -1.77926
29 C -1.65803 0.45214 -1.02399
30 C -2.54490 -0.40346 -0.39097
31 C -3.90392 -0.18917 -0.55815
32 C -4.31612 0.87711 -1.34187
33 C -3.34760 1.68272 -1.92508
34 H -0.58625 0.32089 -0.91376
35 H -2.17830 -1.21784 0.21752
36 H -4.62274 -0.84435 -0.08300
37 H -5.36413 1.08741 -1.50407
38 H -3.63221 2.52572 -2.54092
39 N -3.40230 -3.86098 0.24921
40 C -2.14030 -4.06566 -0.12296
41 C -1.41052 -5.19422 0.21638
42 C -2.02733 -6.16464 0.98750
43 C -3.34048 -5.96799 1.38248
44 C -3.98610 -4.80264 0.98959
45 H -1.68972 -3.27896 -0.71877
46 H -0.38523 -5.30411 -0.10888
47 H -1.48952 -7.05790 1.27969
48 H -3.85655 -6.70281 1.98475
49 H -5.01559 -4.61625 1.27573
50 N 9.90483 3.59088 -0.59728
51 C 10.67375 2.55507 -0.91676
52 C 11.10261 2.28595 -2.20865
53 C 10.70455 3.13990 -3.22471
54 C 9.89869 4.22063 -2.90694
55 C 9.52885 4.40152 -1.58129
56 H 10.95672 1.90617 -0.09415
57 H 11.72842 1.42690 -2.40992
58 H 11.01388 2.96342 -4.24724
59 H 9.55828 4.91007 -3.66743
60 H 8.89527 5.23287 -1.29137
61 N -5.52762 2.24616 -4.28211
62 C -6.33167 3.30021 -4.39682
63 C -6.85999 3.73436 -5.60340
64 C -6.53162 3.03617 -6.75426
65 C -5.69353 1.93820 -6.65015
66 C -5.22120 1.58528 -5.39442
67 H -6.55999 3.82375 -3.47433
68 H -7.50895 4.59871 -5.63685
69 H -6.92078 3.34410 -7.71631
70 H -5.40809 1.36532 -7.52166
71 H -4.56246 0.73245 -5.26895
72 N -7.25573 -5.53783 2.31166
73 C -6.89265 -6.53926 3.10874
74 C -7.79267 -7.36938 3.75970
75 C -9.14696 -7.14574 3.57392
76 C -9.54114 -6.10538 2.74885
77 C -8.55972 -5.33445 2.14378
78 H -5.82509 -6.68044 3.23523
79 H -7.43754 -8.16844 4.39576
80 H -9.88211 -7.77036 4.06475
81 H -10.58686 -5.89177 2.57586
82 H -8.82888 -4.51178 1.49067
83 N 2.72221 -5.21145 3.92495
84 C 2.40141 -4.06299 3.33161
85 C 1.09405 -3.63999 3.13259
86 C 0.06612 -4.45549 3.57565
87 C 0.38401 -5.65253 4.19754
88 C 1.72246 -5.98146 4.34632
89 H 3.23258 -3.45108 3.00072
90 H 0.89501 -2.69535 2.64535
91 H -0.96773 -4.16352 3.43833
92 H -0.38775 -6.31872 4.56004
93 H 2.01195 -6.90912 4.82946

E_LUMO: 1.7 eV
HOMO level: -5.596 eV
frontier orbital gap: 7.339 eV
net charge: -1